This record from the OMol25 dataset describes a gas-phase ion, C5H8N5 (charge +1) at a distorted geometry. The level of theory is wB97M-V/def2-TZVPD.

Calculated values
- E_HOMO (spin up / spin down) (Eh) = -0.3983 / -0.5623
- multiplicity = 3
- gap between HOMO and LUMO (spin up / spin down) (eV) = 7.623 / 7.860
- energy relative to the best compared isomer or geometry (same formula, charge and spin) (kJ/mol) = 271.2
- net charge = +1
- largest force on an atom (eV/A) = 3.21

Atoms and positions in Å:
N  1.8155  0.6186  -0.0027
N  -2.1946  -0.3350  -0.0156
N  -1.5893  1.6966  -0.0096
N  -2.5780  0.9756  -0.0131
N  -0.4764  0.8629  -0.0099
C  -0.8777  -0.4657  -0.0196
C  -3.1720  -1.3778  0.0221
C  3.2295  0.5704  0.0348
C  0.7740  1.3475  0.0300
C  2.4083  -0.6660  -0.0896
H  0.8620  2.4286  0.0993
H  -2.8202  -2.2188  -0.5730
H  3.6958  0.8064  0.9835
H  -4.1068  -0.9880  -0.3729
H  -3.3213  -1.7144  1.0493
H  2.2748  -1.3211  0.7634
H  2.3218  -1.1741  -1.0427
H  3.7547  0.9541  -0.8337

Results of the natural (NBO) charge analysis, in e, for atoms 1 through 8: -0.34 -0.27 0.00 0.06 -0.28 0.48 -0.42 -0.19

This record from the OMol25 dataset describes 2 unconnected molecules or ions with the total composition C3H13N3O at a distorted geometry. The level of theory is wB97M-V/def2-TZVPD.

Calculated values
- E_HOMO (Eh) = -0.3358
- gap between HOMO and LUMO (eV) = 9.877
- energy relative to the best compared isomer or geometry (same formula, charge and spin) (kJ/mol) = 228.0
- net charge = 0
- largest force on an atom (eV/A) = 4.99

Atoms and positions in Å:
O  -1.4720  -1.8643  -0.7947
N  -0.2610  0.4793  -0.8571
N  2.0425  -0.4413  -0.7064
N  -0.8991  -0.8277  1.9315
C  -0.1452  0.4043  1.7348
C  1.1213  0.5442  -1.3017
C  -0.4535  1.2452  0.4531
H  -0.4022  -1.5352  1.2847
H  -1.0888  -2.3487  -1.6039
H  1.6929  -1.4054  -0.7800
H  -0.1620  0.8931  2.7293
H  1.0241  0.3786  -2.4168
H  1.0198  0.1483  1.5482
H  -1.8367  -0.7742  1.5699
H  2.2910  -0.1462  0.1892
H  -1.5750  1.5195  0.5334
H  0.1150  2.1997  0.3008
H  -0.9577  0.9084  -1.4576
H  -1.4982  -0.9667  -0.9990
H  1.4450  1.5890  -1.3578

Results of the natural (NBO) charge analysis, in e, for atoms 1 through 8: -0.96 -0.68 -0.84 -0.84 -0.23 -0.07 -0.25 0.38

This record from the OMol25 dataset describes a gas-phase ion, C5H12N2 (charge +3) at a distorted geometry. The level of theory is wB97M-V/def2-TZVPD.

Calculated values
- E_HOMO (spin up / spin down) (Eh) = -0.9316 / -0.9385
- multiplicity = 2
- gap between HOMO and LUMO (spin up / spin down) (eV) = 11.038 / 7.456
- energy relative to the best compared isomer or geometry (same formula, charge and spin) (kJ/mol) = 148.8
- net charge = +3
- largest force on an atom (eV/A) = 5.69

Atoms and positions in Å:
N  -2.9673  -0.4556  0.1014
N  1.8741  0.7444  -0.6028
C  1.2546  -0.3705  1.4136
C  -0.5593  0.5909  0.0929
C  -1.4752  -0.5843  0.3471
C  0.9071  0.3536  0.3131
C  1.9458  -0.0008  -1.7094
H  -0.9724  -1.5302  -0.1267
H  -3.4098  -1.3124  0.4701
H  2.2792  -0.6398  1.8225
H  0.5217  -0.8022  2.1005
H  -0.9380  1.3348  0.8718
H  2.7455  0.0645  -2.5558
H  -0.8202  0.9833  -0.9415
H  1.2329  -0.7451  -1.6454
H  -1.3451  -0.9828  1.4321
H  2.3325  1.6627  -0.5176
H  -3.0410  -0.2480  -0.9324
H  -3.3715  0.2600  0.7889

Results of the natural (NBO) charge analysis, in e, for atoms 1 through 8: -0.69 -0.50 0.02 -0.55 -0.25 0.39 0.25 0.27